No. 1
{
  "formula": "C23H23N3O3",
  "method": "ωB97M-V/def2-TZVPD",
  "smiles": "COc1cc(CNc2ccc3[nH]c(=O)[nH]c3c2)ccc1OCc1cccc(C)c1",
  "gap_ev": 7.947,
  "total_energy_ev": -34837.9007,
  "symbols": ["C", "H", "O", "C", "C", "C", "C", "C", "C", "O", "C", "C", "C", "C", "C", "C", "C", "H", "H", "H", "C", "H", "H", "H", "H", "H", "H", "H", "H", "C", "N", "C", "C", "C", "C", "C", "C", "H", "H", "N", "C", "O", "N", "H", "H", "H", "H", "H", "H", "H", "H", "H"],
  "coordinates": [[-2.07281, -1.16900, 1.90640], [-2.90681, -1.58881, 2.46604], [-2.53150, 0.06514, 1.41645], [-1.71828, 0.78492, 0.60385], [-0.40512, 0.45728, 0.29989], [0.35952, 1.26260, -0.53849], [-0.19314, 2.41116, -1.07638], [-1.50745, 2.74466, -0.79076], [-2.27478, 1.95101, 0.04178], [-3.57634, 2.29764, 0.33507], [-4.52331, 1.85674, -0.63537], [-4.52537, 0.35659, -0.76464], [-5.29684, -0.41925, 0.08753], [-5.23661, -1.80526, 0.04997], [-4.38305, -2.41214, -0.86274], [-3.61022, -1.64800, -1.71843], [-3.67778, -0.26697, -1.67148], [-3.06483, 0.32813, -2.33409], [-2.94611, -2.13017, -2.42141], [-4.32054, -3.49074, -0.90015], [-6.08819, -2.62757, 0.96926], [-7.07277, -2.78112, 0.52621], [-5.64248, -3.60398, 1.14491], [-6.22570, -2.12320, 1.92298], [-5.94317, 0.06795, 0.80324], [-4.30270, 2.32180, -1.60776], [-5.48409, 2.22383, -0.26825], [-1.95038, 3.63570, -1.20996], [0.39397, 3.04535, -1.72348], [1.78579, 0.87398, -0.81672], [2.51449, 0.77514, 0.43234], [3.87335, 0.55028, 0.47655], [4.56664, 0.01750, -0.61526], [5.91307, -0.23957, -0.45782], [6.58390, 0.02210, 0.74657], [5.90621, 0.55155, 1.82639], [4.55639, 0.81059, 1.67424], [4.00162, 1.22621, 2.50255], [6.40849, 0.76217, 2.75737], [7.90479, -0.34373, 0.55454], [8.08924, -0.82417, -0.72047], [9.11731, -1.22673, -1.21162], [6.85086, -0.75148, -1.32849], [6.68630, -1.04165, -2.27640], [8.64331, -0.27816, 1.23244], [4.07442, -0.19067, -1.55025], [2.16858, 1.38993, 1.15472], [1.80646, -0.10761, -1.30622], [2.24746, 1.60514, -1.49763], [0.05050, -0.43058, 0.70896], [-1.80876, -1.84883, 1.09016], [-1.21353, -1.04576, 2.57388]],
  "atomic_forces_ev_per_a": [[0.122, -0.242, 0.061], [0.069, -0.024, -0.014], [0.035, 0.450, -0.191], [-0.137, 0.149, 0.064], [-0.167, -0.096, 0.106], [0.020, 0.128, -0.099], [0.177, -0.146, -0.042], [-0.286, -0.108, 0.204], [0.017, -0.032, 0.001], [0.410, 0.104, 0.188], [-0.176, -0.137, -0.197], [-0.054, 0.115, -0.103], [0.067, -0.050, -0.170], [-0.011, 0.037, 0.057], [0.020, 0.028, 0.027], [0.101, -0.052, -0.075], [-0.117, 0.065, -0.044], [0.046, 0.070, -0.053], [0.044, -0.043, -0.058], [-0.006, -0.109, 0.004], [-0.067, 0.002, -0.064], [-0.079, -0.061, 0.051], [-0.011, -0.072, 0.055], [-0.037, -0.019, 0.095], [-0.087, 0.070, 0.128], [-0.044, -0.035, 0.149], [0.073, -0.035, -0.111], [-0.088, 0.093, -0.008], [0.088, 0.062, -0.054], [0.144, -0.040, -0.009], [-0.506, 0.163, 0.160], [0.409, -0.142, 0.122], [-0.045, 0.068, 0.042], [-0.042, 0.235, 0.627], [-0.604, 0.068, -0.152], [0.111, -0.094, -0.283], [-0.145, 0.050, -0.047], [-0.069, 0.029, 0.100], [0.044, 0.030, 0.115], [0.124, 0.024, 0.155], [0.432, -0.132, -0.102], [0.336, -0.143, -0.189], [-0.194, 0.001, -0.128], [0.155, -0.011, 0.069], [0.037, -0.068, -0.174], [-0.096, -0.019, -0.128], [0.039, -0.023, -0.093], [0.021, 0.100, -0.066], [-0.061, -0.102, -0.005], [0.007, -0.122, 0.089], [0.001, 0.023, 0.021], [-0.020, -0.006, -0.029]]
}

No. 2
{
  "formula": "C4H16O3S",
  "method": "ωB97M-V/def2-TZVPD",
  "smiles": "CCCSC.O.O.O",
  "gap_ev": 9.226,
  "total_energy_ev": -21384.4102,
  "symbols": ["C", "C", "C", "S", "C", "H", "H", "H", "H", "H", "H", "H", "H", "H", "H", "H", "H", "O", "H", "H", "O", "H", "H", "O"],
  "coordinates": [[0.35055, -1.03081, 0.88737], [-0.52922, 0.21859, 0.74561], [0.05202, 1.12785, -0.36689], [-0.37477, 0.57902, -2.05797], [0.49042, 1.93132, -3.00519], [1.37367, -0.63745, 0.84899], [0.13366, -1.80725, 1.62603], [0.26666, -1.62060, -0.04794], [-0.52990, 0.77638, 1.67855], [-1.53375, 0.02477, 0.36617], [1.12897, 0.98271, -0.27055], [-0.26197, 2.16774, -0.29260], [1.44803, 1.68353, -3.48417], [-0.27538, 2.15545, -3.74262], [0.63245, 2.85429, -2.42968], [-3.98878, -0.45800, -1.19411], [-4.98453, -0.23627, -2.42231], [-4.73210, -0.79696, -1.69904], [5.36734, 0.15173, -0.78945], [4.62026, 0.41918, -2.12008], [4.63462, -0.12597, -1.33013], [-1.73664, -2.69666, 5.86118], [-0.33597, -3.01336, 6.57180], [-1.21565, -2.64920, 6.66705]],
  "atomic_forces_ev_per_a": [[-0.171, -0.317, -1.875], [-0.039, 0.100, -0.937], [0.564, -0.776, 0.286], [0.701, 0.715, 0.057], [-0.704, -0.173, 0.086], [0.054, -0.653, 0.722], [0.099, 0.791, 0.520], [0.067, 0.378, 0.165], [-0.331, 0.102, 0.040], [-0.328, -0.358, 0.808], [0.157, 0.785, -0.174], [0.139, -0.047, 0.233], [-0.422, -0.329, 0.281], [0.347, 0.187, -0.434], [-0.144, -0.417, 0.225], [-0.048, 0.434, -0.488], [0.348, 0.651, -0.200], [-0.273, -1.080, 0.672], [0.400, 0.286, 0.086], [0.190, 0.102, 0.067], [-0.607, -0.381, -0.139], [0.542, -0.253, -0.136], [-0.076, -0.149, -0.573], [-0.466, 0.402, 0.707]]
}

Ordered relative energy (zero: lowest compared OMol25 entry of this formula, charge and spin) results: 70.06, 104.55; unit kJ/mol.